The following is a quantum chemistry calculation of a cluster of 2 separate species, C6H16O2 in total, from the Open Molecules 2025 dataset.

Structure (XYZ):
```
24
Properties=species:S:1:pos:R:3:nbo_charge:R:1
C -2.616 0.985 -0.002 -0.06
O -2.855 2.072 -0.882 -0.72
C -1.204 0.931 0.513 -0.44
C -0.711 -0.330 1.300 -0.39
C 0.154 -1.380 0.467 -0.41
C 1.673 -1.099 0.713 -0.40
C 2.617 -1.060 -0.564 -0.66
H -3.362 1.159 0.755 0.18
H -2.922 0.026 -0.398 0.15
H -2.313 2.110 -1.666 0.46
H -1.221 1.836 1.198 0.21
H -0.374 1.174 -0.140 0.19
H -1.597 -0.884 1.611 0.20
H -0.085 0.065 2.097 0.21
H 0.016 -1.171 -0.594 0.20
H -0.156 -2.397 0.782 0.21
H 1.774 -0.122 1.180 0.18
H 1.932 -1.792 1.528 0.21
H 3.042 -2.041 -0.584 0.22
H 1.906 -1.064 -1.408 0.23
H 3.239 -0.185 -0.392 0.21
H 0.205 1.291 -1.978 0.49
H 1.734 0.840 -1.415 0.49
O 1.121 1.037 -2.121 -0.98
```

## Properties
SMILES ... CCCCCCO.O
Energy ... -388.61360 a.u.
2S+1 ... 1
HOMO level ... -10.321 eV
Charge ... 0

***

The following is a quantum chemistry calculation of a cluster of 3 separate species, C6H16O2 in total, from the Open Molecules 2025 dataset.

Structure (XYZ):
```
24
Properties=species:S:1:pos:R:3:nbo_charge:R:1
C -0.080 -1.255 -1.603 -0.63
C -0.268 -1.267 -0.177 -0.43
C 1.060 -0.843 0.646 0.06
C 2.097 -1.606 0.417 -0.43
C 0.824 0.185 1.673 -0.46
C 1.365 -0.187 3.058 -0.59
H -0.289 -2.298 -1.875 0.21
H 0.906 -1.174 -1.922 0.22
H -0.759 -0.545 -1.971 0.22
H -1.144 -0.742 0.249 0.19
H -0.712 -2.287 0.110 0.20
H 2.161 -2.443 -0.199 0.21
H 2.872 -1.340 1.234 0.19
H -0.169 0.432 1.619 0.21
H 1.228 1.117 1.416 0.21
H 0.922 -1.209 3.341 0.21
H 1.097 0.653 3.757 0.21
H 2.454 -0.241 3.038 0.21
H 1.956 2.132 -2.895 0.46
H 1.271 2.897 -3.845 0.45
O 1.990 2.390 -3.807 -0.91
H -6.229 1.870 -0.510 0.46
H -5.847 3.098 -0.964 0.46
O -6.705 2.664 -0.789 -0.91
```

## Properties
SMILES ... C=C(CC)CC.O.O
Energy ... -388.57084 a.u.
2S+1 ... 1
HOMO level ... -9.372 eV
Charge ... 0

***

The following is a quantum chemistry calculation of the ion C6H16O2P with charge +1, from the Open Molecules 2025 dataset.

Structure (XYZ):
```
25
Properties=species:S:1:pos:R:3:nbo_charge:R:1
C 2.139 1.634 0.198 -0.66
C -2.375 0.940 1.203 -0.61
C -0.513 -2.867 0.001 -0.29
C -0.680 0.064 -1.934 -0.98
C 2.393 0.238 -0.310 -0.07
C -0.855 0.840 1.105 -0.81
O -1.150 -1.614 0.153 -0.79
O 1.377 -0.705 0.075 -0.76
P -0.363 -0.325 -0.176 2.15
H 1.969 1.475 1.276 0.22
H 3.053 2.276 0.020 0.26
H 1.359 2.180 -0.311 0.21
H -2.599 1.746 1.922 0.25
H -2.686 1.253 0.218 0.21
H -2.909 0.004 1.399 0.24
H -1.199 -3.681 -0.336 0.24
H 0.023 -3.150 1.067 0.22
H 0.405 -2.830 -0.581 0.21
H -0.323 -0.722 -2.565 0.28
H -0.361 0.948 -2.321 0.27
H -1.699 -0.059 -1.973 0.26
H 3.244 -0.210 0.127 0.21
H 2.638 0.202 -1.368 0.19
H -0.396 0.460 1.997 0.27
H -0.492 1.905 1.113 0.30
```

## Properties
Energy ... -729.78179 a.u.
2S+1 ... 1
HOMO level ... -14.841 eV
Charge ... +1

***

The following is a quantum chemistry calculation of a structure of composition C6H16O4, from the Open Molecules 2025 dataset.

Structure (XYZ):
```
26
Properties=species:S:1:pos:R:3:nbo_charge:R:1
O -4.420 -1.711 -1.323 -0.73
O -0.128 -0.571 0.507 -0.71
C -3.080 -2.057 -1.048 -0.05
C -0.924 -1.526 -0.125 -0.09
C -2.322 -0.967 -0.296 -0.45
H -4.833 -2.294 -1.994 0.48
H -0.576 -0.308 1.338 0.51
H -3.036 -3.032 -0.526 0.16
H -2.491 -2.147 -1.981 0.15
H -0.939 -2.363 0.599 0.18
H -0.461 -1.897 -1.060 0.22
H -2.392 -0.032 -0.885 0.23
H -2.862 -0.806 0.656 0.20
O 2.401 3.186 2.129 -0.73
O 1.003 0.050 -1.141 -0.76
C 2.864 2.363 1.088 -0.06
C 2.181 0.527 -0.524 -0.07
C 1.672 1.563 0.459 -0.42
H 3.138 3.726 2.485 0.47
H 0.444 -0.425 -0.491 0.45
H 3.503 2.889 0.353 0.16
H 3.491 1.608 1.601 0.14
H 2.860 1.055 -1.221 0.17
H 2.797 -0.154 0.094 0.15
H 1.159 1.048 1.294 0.18
H 0.952 2.274 0.010 0.21
```

## Properties
Energy ... -539.03378 a.u.
2S+1 ... 1
HOMO level ... -8.833 eV
Charge ... 0

***

The following is a quantum chemistry calculation of a cluster of 2 separate species, C6H16S4 in total, from the Open Molecules 2025 dataset.

Structure (XYZ):
```
26
Properties=species:S:1:pos:R:3:nbo_charge:R:1
S -2.067 2.702 0.171 -0.16
S -3.700 1.412 -0.134 0.12
C -1.112 -1.489 -1.413 -0.61
C -3.006 0.166 -1.214 -0.54
C -1.990 -0.658 -0.496 -0.43
H -2.084 3.457 -0.948 0.13
H -0.461 -2.184 -0.856 0.22
H -0.476 -0.813 -2.010 0.20
H -1.745 -2.074 -2.101 0.20
H -2.684 0.758 -2.092 0.23
H -3.910 -0.403 -1.505 0.23
H -2.378 -1.348 0.278 0.21
H -1.305 0.054 0.002 0.21
S 4.121 -1.146 -1.107 -0.13
S 2.853 -2.102 0.288 0.06
C 1.402 1.401 2.124 -0.61
C 1.597 -0.791 0.784 -0.51
C 2.311 0.341 1.396 -0.43
H 3.371 -1.474 -2.180 0.13
H 0.753 1.886 1.376 0.21
H 1.926 2.185 2.697 0.22
H 0.769 0.822 2.817 0.19
H 0.831 -1.116 1.513 0.23
H 1.073 -0.488 -0.143 0.22
H 2.844 0.960 0.649 0.21
H 3.065 -0.058 2.101 0.21
```

## Properties
SMILES ... CCCSS.CCCSS
Energy ... -1830.93514 a.u.
2S+1 ... 1
HOMO level ... -9.144 eV
Charge ... 0

***

The following is a quantum chemistry calculation of a structure of composition C6H17BN4O8S, from the Open Molecules 2025 dataset.

Structure (XYZ):
```
37
Properties=species:S:1:pos:R:3:nbo_charge:R:1
C 3.105 0.878 1.630 -0.67
C 3.002 1.943 0.501 -0.09
O 2.124 3.043 0.790 -0.70
B 0.951 2.667 1.440 1.21
O 0.607 3.386 2.614 -0.92
C -0.070 1.519 0.947 -0.31
C -1.085 1.157 2.091 -0.11
O -2.289 0.528 1.550 -0.65
S -2.079 0.608 -0.095 2.43
O -1.536 -0.739 -0.412 -0.93
O -3.358 0.838 -0.774 -0.85
O -0.974 1.840 -0.157 -0.64
H 2.323 0.097 1.592 0.21
H 3.205 1.327 2.640 0.21
H 4.063 0.341 1.466 0.24
H 2.787 1.455 -0.474 0.23
H 4.014 2.380 0.390 0.19
H 1.202 3.136 3.321 0.50
H 0.429 0.592 0.588 0.24
H -0.658 0.553 2.915 0.21
H -1.508 2.029 2.626 0.22
C 1.299 0.812 -3.396 0.78
O 2.255 1.227 -2.752 -0.69
N 0.022 1.215 -3.146 -0.85
N 1.435 -0.087 -4.410 -0.84
H -0.777 0.888 -3.653 0.39
H -0.109 1.875 -2.402 0.41
H 2.363 -0.405 -4.619 0.41
H 0.668 -0.441 -4.948 0.39
C -2.665 -4.632 0.943 0.77
O -2.641 -5.340 1.940 -0.67
N -2.153 -3.371 0.924 -0.85
N -3.208 -5.051 -0.237 -0.85
H -2.162 -2.773 0.119 0.41
H -1.747 -3.031 1.774 0.40
H -3.595 -5.975 -0.260 0.40
H -3.240 -4.489 -1.066 0.39
```

## Properties
Energy ... -1482.90538 a.u.
2S+1 ... 1
HOMO level ... -9.622 eV
Charge ... 0

***

The following is a quantum chemistry calculation of an isolated molecule of C6H17ClN3O2P, from the Open Molecules 2025 dataset.

Structure (XYZ):
```
30
Properties=species:S:1:pos:R:3:nbo_charge:R:1
C 0.016 -0.966 3.242 -0.62
C -0.809 1.287 2.256 -0.60
C 2.442 -0.223 -2.541 -0.63
C 1.178 1.713 -1.543 -0.60
C -0.106 -0.024 2.010 -0.04
C 1.075 0.300 -2.146 -0.08
N -0.763 -0.658 0.839 -0.52
N 0.626 -0.543 -1.090 -0.26
N -0.533 -0.097 -0.442 -0.42
O -2.868 0.727 -0.410 -0.99
O -2.530 -1.765 -0.989 -1.02
P -2.053 -0.237 -1.378 1.47
Cl 0.541 -2.274 -1.541 -0.03
H 0.822 -0.580 3.712 0.22
H -0.915 -0.697 3.829 0.20
H 0.106 -2.066 3.131 0.22
H -1.542 1.038 2.903 0.19
H -1.175 1.653 1.206 0.23
H -0.155 1.899 2.661 0.20
H 2.892 -0.554 -1.553 0.23
H 2.314 -0.885 -3.400 0.23
H 3.071 0.492 -2.936 0.21
H 1.855 1.679 -0.834 0.20
H 0.181 1.933 -1.045 0.24
H 1.618 2.296 -2.336 0.21
H 0.823 0.217 1.537 0.17
H 0.244 0.198 -2.853 0.19
H -0.760 -1.651 0.979 0.37
H -3.233 0.253 0.359 0.51
H -2.364 -2.464 -1.625 0.52
```

## Properties
SMILES ... CC(C)NN(N(Cl)C(C)C)P(O)O
Energy ... -1354.98964 a.u.
2S+1 ... 1
HOMO level ... -8.378 eV
Charge ... 0

***

The following is a quantum chemistry calculation of a structure of composition C6H17F5HfNO3, from the Open Molecules 2025 dataset.

Structure (XYZ):
```
33
Properties=species:S:1:pos:R:3:lowdin_charge:R:1
Hf -0.162 0.280 0.627 1.05
F -0.526 0.337 2.505 -0.42
F -0.471 -1.531 0.641 -0.38
F -0.743 0.485 -1.104 -0.35
F -0.857 2.036 0.623 -0.42
F 1.377 -0.236 1.547 -0.41
C 2.635 2.365 -1.373 -0.08
C 1.550 1.322 -1.065 -0.34
C 2.073 -0.145 -1.044 -0.15
O 1.008 -0.993 -0.614 -0.34
C 1.244 -2.296 -0.965 -0.10
N 1.146 1.724 0.309 -0.09
H 3.590 2.107 -0.914 0.07
H 2.486 3.416 -1.124 0.08
H 2.920 2.381 -2.425 0.07
H 0.778 1.570 -1.794 0.14
H 2.912 -0.233 -0.355 0.13
H 2.494 -0.457 -2.000 0.12
H 2.037 -2.797 -0.410 0.10
H 1.633 -2.392 -1.979 0.08
H 0.229 -2.690 -1.015 0.10
H 0.925 2.707 0.232 0.11
H 1.990 1.798 0.859 0.12
C -2.813 -0.600 0.224 -0.19
C -3.340 -1.606 1.248 -0.21
O -4.270 -0.961 2.141 -0.08
O -1.934 0.347 0.767 -0.26
H -3.569 0.001 -0.281 0.13
H -2.167 -1.125 -0.481 0.11
H -2.503 -1.895 1.883 0.12
H -3.730 -2.492 0.746 0.11
H -3.714 -0.942 2.923 0.07
H -2.229 0.515 1.665 0.12
```

## Properties
Energy ... -1066.63774 a.u.
2S+1 ... 1
HOMO level ... -5.214 eV
Charge ... -1

***

The following is a quantum chemistry calculation of a cluster of 2 separate species, C6H17N2 in total, from the Open Molecules 2025 dataset.

Structure (XYZ):
```
25
Properties=species:S:1:pos:R:3:nbo_charge:R:1
C 2.224 1.978 0.355 -0.61
C 1.611 0.961 1.357 -0.46
C 0.978 -0.202 0.490 -0.09
C -0.380 0.074 -0.054 -0.52
C -1.500 -0.484 0.866 -0.19
N -2.887 -0.405 0.136 -0.68
C -3.331 -1.640 -0.479 -0.42
N 2.919 -0.226 -2.022 -1.11
H 3.045 1.523 -0.180 0.23
H 1.514 2.242 -0.437 0.20
H 2.644 2.959 0.836 0.20
H 2.501 0.587 1.911 0.21
H 1.581 -0.978 0.021 0.18
H 0.879 1.495 1.998 0.21
H -0.733 1.123 -0.152 0.22
H -0.661 -0.314 -1.108 0.22
H -1.520 0.241 1.768 0.19
H -1.452 -1.502 1.155 0.18
H -3.576 0.188 0.613 0.38
H -2.580 -2.020 -1.222 0.19
H -3.554 -2.480 0.235 0.16
H -4.347 -1.550 -1.039 0.21
H 2.624 -0.036 -2.971 0.36
H 3.645 -0.914 -2.080 0.37
H 2.167 -0.267 -1.355 0.38
```

## Properties
Energy ... -348.18612 a.u.
2S+1 ... 2
HOMO level (spin up / spin down) ... -7.786 / -8.459 eV
⟨S²⟩ ... 0.754
Charge ... 0